Version P
Density functional theory data (ωB97M-V/def2-TZVPD) for a 2-piece molecular cluster, C2H2O4S overall.

CARTESIAN COORDINATES (ANGSTROEM)
S: 2.39333 0.00586 0.34538
O: 1.14185 -0.42209 -0.30027
O: -0.22178 1.73874 0.10180
O: -2.26073 -1.06250 -0.29937
O: 3.60967 -0.65919 -0.02052
C: -1.55638 -0.36808 0.40542
C: -0.67574 0.68992 -0.33674
H: -1.53219 -0.41871 1.54357
H: -0.89803 0.49606 -1.43927

M: 122.10 g/mol
HOMO level: -9.911 eV
LUMO level: -0.0683 hartree
Frontier orbital gap: 8.052 eV
Net charge: 0
2S+1: 1

=====

Version Q
Density functional theory data (ωB97M-V/def2-TZVPD) for C2H2O4S in the gas phase.

CARTESIAN COORDINATES (ANGSTROEM)
S: -3.68084 -0.26190 -0.00861
O: -2.16591 1.22984 -0.05032
O: -4.10062 0.19522 -1.26668
O: -4.23448 0.21623 1.21217
O: -2.68539 -1.25090 0.07099
C: 0.06760 0.26785 0.00520
C: -1.13369 0.69980 0.07275
H: 0.81170 0.54222 0.76402
H: 0.16704 -0.35323 -0.75515

M: 122.10 g/mol
HOMO level: -10.511 eV
LUMO level: 0.0075 hartree
Frontier orbital gap: 10.714 eV
Net charge: 0
2S+1: 1

=====

Stability check: which of them is most stable? version P.

=====

Version P
Density functional theory data (ωB97M-V/def2-TZVPD) for CHClN2O2S in the gas phase.

CARTESIAN COORDINATES (ANGSTROEM)
Cl: 1.77714 -1.81576 0.18057
S: -0.13301 0.52823 0.28566
O: 1.30537 1.66405 -0.19732
O: -1.09694 0.94144 1.23258
N: -1.36968 0.82860 -2.33586
N: 0.27061 -1.09031 0.66509
C: -0.89677 0.43701 -1.37204
H: 0.14328 -1.49325 1.54133

M: 140.55 g/mol
SMILES: N#CS(=O)(=O)NCl
HOMO level: -11.119 eV
LUMO level: -0.0379 hartree
Frontier orbital gap: 10.087 eV
Net charge: 0
2S+1: 1

=====

Version Q
Density functional theory data (ωB97M-V/def2-TZVPD) for CHClN2O2S as an isolated structure.

CARTESIAN COORDINATES (ANGSTROEM)
Cl: -1.57027 -0.90255 -1.08698
S: 0.36198 -0.04674 0.62964
O: 0.58027 -1.47201 0.84050
O: 0.74938 0.88076 1.59403
N: 1.66089 0.98993 -1.89903
N: -1.18288 0.21149 0.10097
C: 1.19702 0.46088 -0.99655
H: -1.79638 -0.12174 0.81743

M: 140.55 g/mol
HOMO level: -11.565 eV
LUMO level: -0.0025 hartree
Frontier orbital gap: 11.497 eV
Net charge: 0
2S+1: 1

=====

Stability check: which of them is most stable? version Q.

=====

Version P
Density functional theory data (ωB97M-V/def2-TZVPD) for C7H13N3O4 in the gas phase.

CARTESIAN COORDINATES (ANGSTROEM)
O: 1.89946 0.10795 -1.16810
O: -2.26740 -0.95855 1.40291
O: 2.22397 -0.40215 2.66934
O: 1.35961 -0.83832 4.72781
N: 1.69055 0.35555 -3.43466
N: 0.00802 -0.91622 1.29727
N: -2.53002 -0.12317 -1.29691
C: 0.01611 1.54715 -1.92022
C: -1.25650 -0.13746 -0.60173
C: -1.23272 -0.77654 0.77294
C: 0.07937 -1.23692 2.68095
C: -0.64070 1.26499 -0.55783
C: 1.28434 0.63212 -2.11374
C: 1.25633 -0.78235 3.51943
H: 1.00040 0.65833 -4.20189
H: 0.07086 -2.31294 2.83956
H: 0.81719 -0.58181 0.73128
H: 2.37819 -0.34516 -3.61787
H: -3.17062 0.41405 -0.70373
H: -0.88159 -0.89462 3.15788
H: 0.30579 2.57648 -1.92925
H: -2.93866 -1.06584 -1.31267
H: 3.06246 -0.05825 3.10211
H: -0.55526 -0.71841 -1.17513
H: -1.35590 2.03217 -0.38868
H: -0.80256 1.27466 -2.64216
H: 0.17928 1.28526 0.16306

M: 203.20 g/mol
SMILES: NC(=O)CC[C@H](N)C(=O)NCC(=O)O
HOMO level: -9.546 eV
LUMO level: 0.0228 hartree
Frontier orbital gap: 10.168 eV
Net charge: 0
2S+1: 1

=====

Version Q
Density functional theory data (ωB97M-V/def2-TZVPD) for C7H13N3O4 in the gas phase.

CARTESIAN COORDINATES (ANGSTROEM)
O: -1.39311 2.94092 0.08981
O: -4.09583 -1.34134 0.98715
O: -4.45690 -1.12286 -1.10857
O: 2.23368 -1.45609 -1.34966
N: -2.08434 0.94730 -0.48928
N: -0.00641 -0.23294 1.09864
N: 3.05178 -1.69040 0.66503
C: 1.39558 1.18324 -0.59494
C: 0.19884 1.16603 0.49549
C: 2.85518 0.52471 -0.22893
C: -3.69151 -0.99096 -0.19133
C: -1.16749 1.76860 0.03255
C: -2.12959 -0.50744 -0.41655
C: 2.71678 -0.94148 -0.34545
H: 1.66239 2.20614 -0.85164
H: 0.61636 1.78516 1.30799
H: -5.04069 -1.51491 0.92089
H: 3.40263 0.92422 -1.05421
H: -2.73544 1.49478 -1.05478
H: 1.10753 0.85584 -1.59612
H: 2.97599 -2.62167 0.50988
H: -1.67694 -0.99153 -1.31353
H: 0.19824 -0.88433 0.34948
H: -1.50427 -0.61065 0.20636
H: 3.44276 -1.36815 1.57410
H: 0.84742 -0.25637 1.65743
H: 3.27736 0.73416 0.70019

M: 203.20 g/mol
SMILES: NC(=O)CC[C@H](N)C(=O)NCC(=O)O
HOMO level: -9.690 eV
LUMO level: 0.0159 hartree
Frontier orbital gap: 10.122 eV
Net charge: 0
2S+1: 1

=====

Stability check: which of them is most stable? version P.